No. 1
This record from OMol25 describes a structure of composition C27H37F3InN3O4S6Si. The level of theory is ωB97M-V/def2-TZVPD.

Computed properties:
- max |F| (eV/A) = 1.54
- relative energy (zero: lowest compared OMol25 entry of this formula, charge and spin) (kcal/mol) = 8.0
- E (Eh) = -4684.8103
- E_LUMO (eV) = 0.18

CARTESIAN COORDINATES (ANGSTROEM)
1 In -0.48 0.58 0.10
2 C -2.03 2.44 4.32
3 C -1.23 1.28 4.91
4 S 0.00 0.56 3.75
5 C -0.41 -1.20 3.86
6 C -1.85 -1.55 3.51
7 S -2.32 -1.12 1.80
8 C -3.91 -0.30 2.12
9 C -3.93 0.93 3.02
10 S -2.70 2.22 2.64
11 H -1.42 3.34 4.25
12 H -2.87 2.68 4.98
13 H -1.88 0.48 5.24
14 H -0.66 1.63 5.77
15 H -0.17 -1.54 4.87
16 H 0.28 -1.67 3.16
17 H -2.54 -1.05 4.19
18 H -1.99 -2.63 3.62
19 H -4.57 -1.06 2.54
20 H -4.27 -0.04 1.13
21 H -3.79 0.66 4.06
22 H -4.91 1.40 2.91
23 S 0.54 3.08 -3.83
24 C 0.13 1.56 -4.54
25 C -0.08 1.24 -5.88
26 C -0.42 -0.06 -6.19
27 C -0.55 -1.03 -5.19
28 C -0.33 -0.72 -3.87
29 C 0.00 0.59 -3.53
30 N 0.24 1.07 -2.26
31 C 0.54 2.33 -2.26
32 C 0.82 3.09 -1.05
33 C 1.48 4.31 -1.10
34 C 1.75 5.02 0.06
35 C 1.37 4.49 1.29
36 C 0.72 3.27 1.35
37 C 0.43 2.58 0.19
38 H 0.01 1.99 -6.65
39 H -0.59 -0.34 -7.23
40 H -0.83 -2.04 -5.47
41 H -0.43 -1.44 -3.08
42 H 1.81 4.71 -2.05
43 H 2.26 5.97 0.01
44 H 1.59 5.03 2.20
45 H 0.46 2.83 2.30
46 C 5.79 -0.12 1.63
47 N 4.94 -0.80 0.68
48 C 5.45 -1.82 -0.23
49 C 4.20 -2.23 -1.03
50 N 3.17 -1.37 -0.48
51 C 3.62 -0.57 0.50
52 S 2.69 0.53 1.33
53 H 6.61 0.39 1.12
54 H 6.20 -0.83 2.35
55 H 5.18 0.61 2.14
56 H 5.88 -2.65 0.33
57 H 6.24 -1.40 -0.86
58 H 3.97 -3.28 -0.90
59 H 4.33 -2.03 -2.10
60 H 2.17 -1.42 -0.66
61 C 0.98 -3.66 -1.75
62 Si -0.23 -2.82 -0.56
63 C -1.98 -2.99 -1.25
64 C -0.15 -3.84 1.04
65 O 0.30 -1.31 -0.33
66 H 0.51 -4.52 -2.23
67 H 1.86 -4.03 -1.22
68 H 1.33 -2.99 -2.54
69 H -2.41 -3.97 -1.02
70 H -2.03 -2.85 -2.33
71 H -2.63 -2.23 -0.80
72 H -0.22 -4.90 0.81
73 H -0.97 -3.59 1.72
74 H 0.79 -3.66 1.57
75 F -4.96 0.25 -2.39
76 C -4.04 1.20 -2.61
77 F -4.65 2.27 -3.10
78 F -3.18 0.75 -3.53
79 S -3.15 1.57 -1.03
80 O -2.17 2.56 -1.36
81 O -4.20 1.95 -0.13
82 O -2.56 0.24 -0.74

No. 2
This record from OMol25 describes a cluster of 6 separate species, C27H37F5N3O19 in total. The level of theory is ωB97M-V/def2-TZVPD.

Computed properties:
- max |F| (eV/A) = 3.80
- relative energy (zero: lowest compared OMol25 entry of this formula, charge and spin) (kcal/mol) = 45.6
- E (Eh) = -3144.1144
- charge = -1
- E_LUMO (eV) = 1.70

CARTESIAN COORDINATES (ANGSTROEM)
1 C -0.91 0.42 -5.84
2 C -2.04 1.42 -5.35
3 C -1.45 2.71 -4.65
4 C -1.13 2.27 -3.13
5 C -2.43 2.13 -2.25
6 C -2.09 1.56 -0.81
7 C -1.44 0.12 -0.97
8 N -2.13 -0.93 -0.20
9 C -1.28 -2.13 -0.03
10 N -0.71 -2.55 -1.31
11 C 0.58 -2.54 -1.37
12 C 1.52 -3.61 -0.74
13 C 1.30 -1.40 -2.20
14 O -0.28 -1.81 0.98
15 N -0.85 -1.23 2.13
16 O -0.67 -1.98 3.01
17 C -2.24 -3.31 0.48
18 O -2.96 -3.20 1.48
19 O -2.25 -4.39 -0.23
20 H -1.33 -0.17 -6.69
21 H -0.56 -0.26 -5.03
22 H -0.03 1.03 -6.16
23 H -2.59 1.76 -6.26
24 H -2.75 0.87 -4.69
25 H -2.17 3.56 -4.65
26 H -0.46 2.97 -5.10
27 H -0.44 3.00 -2.62
28 H -0.56 1.31 -3.22
29 H -2.98 3.10 -2.18
30 H -3.13 1.37 -2.70
31 H -3.00 1.47 -0.17
32 H -1.36 2.28 -0.35
33 H -1.47 -0.18 -2.05
34 H -0.39 0.21 -0.60
35 H -2.99 -1.23 -0.67
36 H 0.93 -4.21 -0.01
37 H 2.08 -4.22 -1.48
38 H 2.30 -3.04 -0.15
39 H 1.65 -0.57 -1.54
40 H 2.17 -1.86 -2.75
41 H 0.55 -1.07 -2.96
42 C -2.63 -4.92 4.39
43 C -1.64 -6.02 4.59
44 O -1.96 -6.50 5.90
45 C -3.29 -6.26 6.06
46 O -3.96 -6.76 6.91
47 O -3.76 -5.39 5.13
48 F -0.37 -5.55 4.60
49 H -2.30 -3.97 4.80
50 H -2.88 -4.78 3.33
51 H -1.71 -6.84 3.88
52 C -4.21 -2.64 7.69
53 C -3.11 -2.36 6.72
54 O -2.34 -1.38 7.39
55 C -2.51 -1.62 8.72
56 O -1.82 -1.17 9.58
57 O -3.57 -2.44 8.95
58 F -3.58 -1.83 5.58
59 H -5.05 -1.94 7.59
60 H -4.60 -3.66 7.60
61 H -2.48 -3.22 6.49
62 C 6.62 -4.15 -2.55
63 C 5.47 -5.06 -2.89
64 O 4.44 -4.15 -3.22
65 C 5.06 -3.03 -3.70
66 O 4.52 -2.18 -4.32
67 O 6.39 -3.03 -3.40
68 F 5.09 -5.79 -1.82
69 H 6.60 -3.83 -1.50
70 H 7.59 -4.61 -2.75
71 H 5.66 -5.72 -3.74
72 C 0.58 7.75 -2.56
73 C 1.11 6.44 -3.06
74 O -0.05 5.63 -3.16
75 C -1.08 6.50 -3.40
76 O -2.15 6.18 -3.80
77 O -0.72 7.79 -3.14
78 F 1.96 5.88 -2.16
79 H 0.49 7.78 -1.47
80 H 1.18 8.60 -2.89
81 H 1.60 6.50 -4.04
82 C 4.41 6.43 2.13
83 C 3.32 5.49 1.70
84 O 2.24 6.35 1.42
85 C 2.80 7.54 1.04
86 O 2.20 8.40 0.48
87 O 4.12 7.60 1.36
88 F 2.97 4.65 2.70
89 H 4.36 6.67 3.19
90 H 5.41 6.05 1.90
91 H 3.56 4.90 0.80

No. 3
This record from OMol25 describes a structure of composition C27H38AsBN12OS5W. The level of theory is ωB97M-V/def2-TZVPD.

Computed properties:
- max |F| (eV/A) = 0.50
- relative energy (zero: lowest compared OMol25 entry of this formula, charge and spin) (kcal/mol) = 1.8
- E (Eh) = -6102.6774
- charge = +1
- multiplicity = 4
- E_LUMO (alpha / beta) (eV) = -2.97 / -4.41

CARTESIAN COORDINATES (ANGSTROEM)
1 W -0.89 -0.61 0.27
2 C -0.17 -3.68 2.61
3 C 0.59 -2.41 2.76
4 C 1.45 -2.12 3.82
5 C 1.96 -0.87 3.55
6 N 1.46 -0.45 2.38
7 N 0.58 -1.37 1.90
8 B 1.74 0.84 1.59
9 N 0.48 1.73 1.75
10 C 0.34 2.80 2.55
11 C -1.00 2.99 2.80
12 C -1.66 1.97 2.11
13 C -3.14 1.79 2.04
14 N -0.75 1.20 1.48
15 N 1.98 0.41 0.11
16 C 3.05 0.69 -0.64
17 C 2.93 0.03 -1.84
18 C 1.73 -0.66 -1.77
19 C 1.12 -1.48 -2.86
20 N 1.16 -0.43 -0.57
21 N 3.00 1.53 2.06
22 C 4.19 0.96 2.36
23 C 5.15 1.95 2.32
24 C 4.45 3.12 1.96
25 C 4.99 4.50 1.78
26 N 3.16 2.86 1.79
27 H 0.53 -4.52 2.57
28 H -0.82 -3.83 3.47
29 H -0.79 -3.71 1.72
30 H 1.66 -2.75 4.67
31 H 2.65 -0.26 4.11
32 H 1.21 3.34 2.87
33 H -1.45 3.77 3.38
34 H -3.62 2.75 2.24
35 H -3.46 1.41 1.08
36 H -3.48 1.09 2.80
37 H 3.83 1.34 -0.26
38 H 3.62 0.06 -2.67
39 H 1.53 -1.14 -3.82
40 H 1.36 -2.54 -2.76
41 H 0.04 -1.36 -2.90
42 H 4.29 -0.09 2.55
43 H 6.20 1.85 2.54
44 H 6.02 4.56 2.12
45 H 4.97 4.79 0.73
46 H 4.40 5.22 2.33
47 S -5.02 -3.60 2.55
48 As -3.71 -2.76 1.20
49 S -2.28 -1.36 2.12
50 S -3.08 -0.29 -0.86
51 S -4.76 -1.27 -0.11
52 C -2.22 0.50 -4.21
53 N -2.52 1.74 -3.49
54 C -3.16 2.77 -4.32
55 C -2.05 2.00 -2.27
56 S -0.63 1.13 -1.73
57 N -2.60 2.99 -1.56
58 C -4.03 3.27 -1.62
59 C -1.86 3.77 -0.58
60 H -3.08 0.28 -4.85
61 H -2.09 -0.31 -3.50
62 H -1.33 0.62 -4.82
63 H -2.75 2.69 -5.32
64 H -2.94 3.76 -3.92
65 H -4.24 2.63 -4.37
66 H -4.55 2.45 -2.10
67 H -4.25 4.21 -2.14
68 H -4.39 3.36 -0.59
69 H -0.84 3.41 -0.50
70 H -2.34 3.70 0.40
71 H -1.86 4.82 -0.89
72 N 2.91 -4.74 -0.20
73 C 1.83 -5.43 -0.65
74 O 1.81 -6.63 -0.78
75 C 0.60 -4.62 -0.96
76 C -0.40 -5.19 -1.74
77 C -1.53 -4.45 -2.01
78 C -1.66 -3.19 -1.47
79 N -0.72 -2.63 -0.69
80 C 0.39 -3.35 -0.46
81 H 3.76 -5.27 -0.08
82 H 3.01 -3.75 -0.36
83 H -0.26 -6.20 -2.11
84 H -2.33 -4.85 -2.62
85 H -2.53 -2.58 -1.67
86 H 1.12 -2.87 0.18

Please write out number 3 again, unchanged.
This record from OMol25 describes a structure of composition C27H38AsBN12OS5W. The level of theory is ωB97M-V/def2-TZVPD.

Computed properties:
- max |F| (eV/A) = 0.50
- relative energy (zero: lowest compared OMol25 entry of this formula, charge and spin) (kcal/mol) = 1.8
- E (Eh) = -6102.6774
- charge = +1
- multiplicity = 4
- E_LUMO (alpha / beta) (eV) = -2.97 / -4.41

CARTESIAN COORDINATES (ANGSTROEM)
1 W -0.89 -0.61 0.27
2 C -0.17 -3.68 2.61
3 C 0.59 -2.41 2.76
4 C 1.45 -2.12 3.82
5 C 1.96 -0.87 3.55
6 N 1.46 -0.45 2.38
7 N 0.58 -1.37 1.90
8 B 1.74 0.84 1.59
9 N 0.48 1.73 1.75
10 C 0.34 2.80 2.55
11 C -1.00 2.99 2.80
12 C -1.66 1.97 2.11
13 C -3.14 1.79 2.04
14 N -0.75 1.20 1.48
15 N 1.98 0.41 0.11
16 C 3.05 0.69 -0.64
17 C 2.93 0.03 -1.84
18 C 1.73 -0.66 -1.77
19 C 1.12 -1.48 -2.86
20 N 1.16 -0.43 -0.57
21 N 3.00 1.53 2.06
22 C 4.19 0.96 2.36
23 C 5.15 1.95 2.32
24 C 4.45 3.12 1.96
25 C 4.99 4.50 1.78
26 N 3.16 2.86 1.79
27 H 0.53 -4.52 2.57
28 H -0.82 -3.83 3.47
29 H -0.79 -3.71 1.72
30 H 1.66 -2.75 4.67
31 H 2.65 -0.26 4.11
32 H 1.21 3.34 2.87
33 H -1.45 3.77 3.38
34 H -3.62 2.75 2.24
35 H -3.46 1.41 1.08
36 H -3.48 1.09 2.80
37 H 3.83 1.34 -0.26
38 H 3.62 0.06 -2.67
39 H 1.53 -1.14 -3.82
40 H 1.36 -2.54 -2.76
41 H 0.04 -1.36 -2.90
42 H 4.29 -0.09 2.55
43 H 6.20 1.85 2.54
44 H 6.02 4.56 2.12
45 H 4.97 4.79 0.73
46 H 4.40 5.22 2.33
47 S -5.02 -3.60 2.55
48 As -3.71 -2.76 1.20
49 S -2.28 -1.36 2.12
50 S -3.08 -0.29 -0.86
51 S -4.76 -1.27 -0.11
52 C -2.22 0.50 -4.21
53 N -2.52 1.74 -3.49
54 C -3.16 2.77 -4.32
55 C -2.05 2.00 -2.27
56 S -0.63 1.13 -1.73
57 N -2.60 2.99 -1.56
58 C -4.03 3.27 -1.62
59 C -1.86 3.77 -0.58
60 H -3.08 0.28 -4.85
61 H -2.09 -0.31 -3.50
62 H -1.33 0.62 -4.82
63 H -2.75 2.69 -5.32
64 H -2.94 3.76 -3.92
65 H -4.24 2.63 -4.37
66 H -4.55 2.45 -2.10
67 H -4.25 4.21 -2.14
68 H -4.39 3.36 -0.59
69 H -0.84 3.41 -0.50
70 H -2.34 3.70 0.40
71 H -1.86 4.82 -0.89
72 N 2.91 -4.74 -0.20
73 C 1.83 -5.43 -0.65
74 O 1.81 -6.63 -0.78
75 C 0.60 -4.62 -0.96
76 C -0.40 -5.19 -1.74
77 C -1.53 -4.45 -2.01
78 C -1.66 -3.19 -1.47
79 N -0.72 -2.63 -0.69
80 C 0.39 -3.35 -0.46
81 H 3.76 -5.27 -0.08
82 H 3.01 -3.75 -0.36
83 H -0.26 -6.20 -2.11
84 H -2.33 -4.85 -2.62
85 H -2.53 -2.58 -1.67
86 H 1.12 -2.87 0.18

Please write out number 1 again, unchanged.
This record from OMol25 describes a structure of composition C27H37F3InN3O4S6Si. The level of theory is ωB97M-V/def2-TZVPD.

Computed properties:
- max |F| (eV/A) = 1.54
- relative energy (zero: lowest compared OMol25 entry of this formula, charge and spin) (kcal/mol) = 8.0
- E (Eh) = -4684.8103
- E_LUMO (eV) = 0.18

CARTESIAN COORDINATES (ANGSTROEM)
1 In -0.48 0.58 0.10
2 C -2.03 2.44 4.32
3 C -1.23 1.28 4.91
4 S 0.00 0.56 3.75
5 C -0.41 -1.20 3.86
6 C -1.85 -1.55 3.51
7 S -2.32 -1.12 1.80
8 C -3.91 -0.30 2.12
9 C -3.93 0.93 3.02
10 S -2.70 2.22 2.64
11 H -1.42 3.34 4.25
12 H -2.87 2.68 4.98
13 H -1.88 0.48 5.24
14 H -0.66 1.63 5.77
15 H -0.17 -1.54 4.87
16 H 0.28 -1.67 3.16
17 H -2.54 -1.05 4.19
18 H -1.99 -2.63 3.62
19 H -4.57 -1.06 2.54
20 H -4.27 -0.04 1.13
21 H -3.79 0.66 4.06
22 H -4.91 1.40 2.91
23 S 0.54 3.08 -3.83
24 C 0.13 1.56 -4.54
25 C -0.08 1.24 -5.88
26 C -0.42 -0.06 -6.19
27 C -0.55 -1.03 -5.19
28 C -0.33 -0.72 -3.87
29 C 0.00 0.59 -3.53
30 N 0.24 1.07 -2.26
31 C 0.54 2.33 -2.26
32 C 0.82 3.09 -1.05
33 C 1.48 4.31 -1.10
34 C 1.75 5.02 0.06
35 C 1.37 4.49 1.29
36 C 0.72 3.27 1.35
37 C 0.43 2.58 0.19
38 H 0.01 1.99 -6.65
39 H -0.59 -0.34 -7.23
40 H -0.83 -2.04 -5.47
41 H -0.43 -1.44 -3.08
42 H 1.81 4.71 -2.05
43 H 2.26 5.97 0.01
44 H 1.59 5.03 2.20
45 H 0.46 2.83 2.30
46 C 5.79 -0.12 1.63
47 N 4.94 -0.80 0.68
48 C 5.45 -1.82 -0.23
49 C 4.20 -2.23 -1.03
50 N 3.17 -1.37 -0.48
51 C 3.62 -0.57 0.50
52 S 2.69 0.53 1.33
53 H 6.61 0.39 1.12
54 H 6.20 -0.83 2.35
55 H 5.18 0.61 2.14
56 H 5.88 -2.65 0.33
57 H 6.24 -1.40 -0.86
58 H 3.97 -3.28 -0.90
59 H 4.33 -2.03 -2.10
60 H 2.17 -1.42 -0.66
61 C 0.98 -3.66 -1.75
62 Si -0.23 -2.82 -0.56
63 C -1.98 -2.99 -1.25
64 C -0.15 -3.84 1.04
65 O 0.30 -1.31 -0.33
66 H 0.51 -4.52 -2.23
67 H 1.86 -4.03 -1.22
68 H 1.33 -2.99 -2.54
69 H -2.41 -3.97 -1.02
70 H -2.03 -2.85 -2.33
71 H -2.63 -2.23 -0.80
72 H -0.22 -4.90 0.81
73 H -0.97 -3.59 1.72
74 H 0.79 -3.66 1.57
75 F -4.96 0.25 -2.39
76 C -4.04 1.20 -2.61
77 F -4.65 2.27 -3.10
78 F -3.18 0.75 -3.53
79 S -3.15 1.57 -1.03
80 O -2.17 2.56 -1.36
81 O -4.20 1.95 -0.13
82 O -2.56 0.24 -0.74

Question: Look up the E of the first one.
Answer: -4684.8103 Eh

Question: Among the records above, which one has the lowest relative energy (zero: lowest compared OMol25 entry of this formula, charge and spin)?
Answer: C27H38AsBN12OS5W